Entry 1:
{
  "formula": "C7H34O12",
  "method": "ωB97M-V/def2-TZVPD",
  "max_force_ev_per_a": 5.5,
  "homo_lumo_gap_ev": 9.2,
  "homo_energy_ev": -9.3,
  "mol_weight_da": 310.34,
  "lumo_ha": -0.003,
  "e_tot_ev": -32378.840,
  "smiles": "C/C=C(\\C)CCC=O.O.O.O.O.O.O.O.O.O.O.O",
  "elements": ["O", "C", "C", "C", "C", "C", "C", "C", "H", "H", "H", "H", "H", "H", "H", "H", "H", "H", "H", "H", "H", "H", "O", "H", "H", "O", "H", "H", "O", "H", "H", "O", "H", "H", "O", "H", "H", "O", "H", "H", "O", "H", "H", "O", "H", "H", "O", "H", "H", "O", "H", "H", "O"],
  "coordinates": [[2.52, 0.69, 2.47], [1.34, 0.40, 2.55], [0.43, -0.22, 1.55], [0.97, -1.43, 0.74], [-0.02, -1.94, -0.21], [-0.89, -1.25, -0.91], [-1.68, -1.65, -2.05], [0.13, -3.50, -0.47], [0.89, 0.61, 3.53], [-0.56, -0.61, 1.99], [-0.01, 0.51, 0.81], [1.16, -2.18, 1.54], [1.90, -1.32, 0.22], [-1.15, -0.18, -0.59], [-2.75, -1.64, -1.76], [-1.65, -0.72, -2.74], [-1.51, -2.57, -2.63], [1.11, -4.02, -0.28], [-0.35, -4.06, 0.39], [-0.35, -3.79, -1.41], [1.90, 1.54, -0.85], [1.56, 0.26, -1.71], [1.18, 1.05, -1.28], [-1.96, 1.82, -2.16], [-0.49, 1.47, -1.76], [-1.09, 2.16, -1.92], [-1.11, 2.42, 0.79], [-2.16, 2.26, 1.87], [-1.47, 1.76, 1.41], [4.19, -0.52, -2.53], [4.51, 0.98, -2.47], [4.63, 0.18, -1.97], [3.40, 1.63, 0.56], [3.97, 1.45, -0.77], [3.43, 2.10, -0.29], [-3.64, 1.96, -2.33], [-3.55, 0.82, -1.32], [-3.48, 1.05, -2.33], [-0.32, 3.33, -0.89], [0.46, 3.72, 0.21], [-0.44, 3.67, 0.07], [-1.08, -2.07, 3.15], [0.08, -2.20, 4.31], [-0.55, -1.55, 3.88], [-0.92, 1.40, 4.45], [-1.45, 0.04, 4.55], [-1.65, 0.96, 4.64], [1.58, -0.58, -3.57], [1.82, -1.63, -2.52], [2.21, -0.82, -2.94], [-2.61, 0.69, 0.60], [-3.13, -0.71, 0.18], [-3.34, 0.21, 0.22]],
  "mulliken_charge": [-0.543, -0.461, 1.285, -0.733, 0.356, 1.108, -1.646, -1.694, 0.191, 0.005, -0.588, 0.478, 0.422, -0.180, 0.250, 0.298, 0.528, 0.375, 0.356, 0.290, 0.329, 0.113, -0.648, 0.506, 0.306, -0.740, 0.417, 0.295, -0.558, 0.301, 0.331, -0.702, 0.342, 0.403, -0.755, 0.295, 0.519, -0.741, 0.361, 0.306, -0.711, 0.373, 0.302, -0.653, 0.301, 0.343, -0.614, 0.288, 0.314, -0.682, 0.409, 0.364, -0.810]
}

=====

Entry 2:
{
  "formula": "C3H22N2O7",
  "method": "ωB97M-V/def2-TZVPD",
  "max_force_ev_per_a": 4.2,
  "homo_lumo_gap_ev": 10.4,
  "homo_energy_ev": -9.9,
  "mol_weight_da": 198.22,
  "lumo_ha": 0.017,
  "e_tot_ev": -20781.127,
  "smiles": "NCCNCO.O.O.O.O.O.O",
  "elements": ["C", "N", "C", "O", "C", "N", "H", "H", "H", "H", "H", "H", "H", "H", "H", "H", "H", "H", "O", "H", "H", "O", "H", "H", "O", "H", "H", "O", "H", "H", "O", "H", "H", "O"],
  "coordinates": [[-1.26, -0.52, 0.68], [-0.59, -1.65, 1.34], [0.41, -1.32, 2.34], [1.67, -1.73, 1.86], [-1.97, -1.04, -0.60], [-2.65, 0.09, -1.26], [-0.48, 0.24, 0.32], [-1.98, -0.04, 1.43], [-1.22, -2.35, 1.61], [0.57, -0.22, 2.49], [0.23, -1.85, 3.32], [1.64, -2.66, 1.50], [-1.23, -1.46, -1.30], [-2.64, -1.87, -0.36], [-3.31, 0.55, -0.65], [-3.16, -0.11, -2.10], [1.22, -0.81, -2.13], [1.99, 0.35, -1.39], [1.54, 0.14, -2.22], [2.14, 1.00, 0.74], [2.32, -0.48, 0.81], [2.54, 0.26, 0.29], [-1.18, 1.41, -2.01], [0.26, 1.31, -2.33], [-0.49, 1.92, -2.29], [0.46, 2.67, 1.00], [-0.23, 2.20, 2.24], [0.52, 2.00, 1.73], [1.99, -2.38, -1.15], [0.69, -2.04, -0.41], [1.04, -2.30, -1.25], [1.05, 4.09, -0.78], [-0.13, 2.97, -1.10], [0.25, 3.62, -0.39]],
  "mulliken_charge": [-0.251, -0.196, -0.261, -0.644, -0.661, -0.565, 0.115, 0.426, 0.156, 0.117, 0.319, 0.320, 0.298, 0.400, 0.189, 0.213, 0.419, 0.461, -0.815, 0.343, 0.396, -0.733, 0.373, 0.471, -0.805, 0.334, 0.271, -0.609, 0.348, 0.371, -0.791, 0.305, 0.482, -0.795]
}

=====

Entry 3:
{
  "formula": "C32H39N5PmS",
  "method": "ωB97M-V/def2-TZVPD",
  "max_force_ev_per_a": 2.3,
  "total_charge": -1,
  "homo_lumo_gap_ev": [3.7, 3.9],
  "homo_energy_ev": [-1.4, -1.6],
  "mol_weight_da": 670.77,
  "multiplicity": 5,
  "lumo_ha": [0.083, 0.083],
  "e_tot_ev": -68655.130,
  "elements": ["Pm", "N", "N", "C", "C", "C", "C", "H", "H", "H", "C", "C", "H", "H", "H", "C", "C", "H", "H", "H", "C", "H", "H", "H", "C", "H", "H", "H", "C", "H", "C", "H", "C", "H", "C", "H", "C", "C", "H", "C", "C", "H", "C", "H", "N", "C", "C", "C", "H", "C", "C", "H", "H", "H", "C", "H", "C", "C", "H", "H", "H", "C", "H", "H", "H", "C", "N", "C", "C", "N", "C", "S", "H", "H", "H", "H", "H", "H"],
  "coordinates": [[0.10, 0.06, 0.31], [-1.27, -2.96, 2.30], [3.00, -1.64, -0.47], [0.70, 2.57, 0.51], [2.05, 2.08, 0.59], [2.20, 1.35, 1.80], [3.46, 0.71, 2.28], [4.23, 0.75, 1.50], [3.28, -0.34, 2.55], [3.85, 1.24, 3.16], [0.96, 1.39, 2.49], [0.66, 0.76, 3.81], [0.63, 1.51, 4.62], [1.42, 0.01, 4.05], [-0.31, 0.26, 3.79], [0.04, 2.17, 1.71], [-1.42, 2.31, 1.99], [-1.79, 1.38, 2.45], [-1.99, 2.47, 1.06], [-1.67, 3.14, 2.68], [3.15, 2.33, -0.36], [3.92, 3.03, 0.04], [2.76, 2.74, -1.28], [3.66, 1.38, -0.57], [0.07, 3.26, -0.65], [-0.94, 2.86, -0.85], [0.65, 3.12, -1.57], [-0.06, 4.35, -0.49], [-2.18, -3.87, 2.05], [-3.04, -3.92, 2.71], [-2.09, -4.77, 0.98], [-2.81, -5.58, 0.91], [-1.03, -4.60, 0.10], [-0.92, -5.27, -0.74], [-0.09, -3.60, 0.31], [0.73, -3.39, -0.39], [-0.20, -2.74, 1.47], [0.60, -1.62, 1.77], [1.34, -1.80, 2.59], [2.07, -0.79, -0.87], [3.65, -2.17, -1.56], [4.43, -2.90, -1.47], [3.13, -1.59, -2.71], [3.36, -1.75, -3.74], [2.09, -0.76, -2.27], [1.22, 0.04, -3.09], [1.74, 1.20, -3.69], [0.90, 1.98, -4.48], [1.31, 2.87, -4.97], [-0.44, 1.64, -4.68], [-1.32, 2.47, -5.55], [-2.24, 2.78, -5.03], [-1.65, 1.93, -6.45], [-0.80, 3.38, -5.88], [-0.94, 0.49, -4.08], [-1.97, 0.20, -4.28], [-0.14, -0.32, -3.26], [-0.70, -1.58, -2.66], [-0.61, -2.42, -3.37], [-1.77, -1.47, -2.43], [-0.18, -1.93, -1.75], [3.17, 1.58, -3.51], [3.78, 1.33, -4.39], [3.63, 1.07, -2.65], [3.26, 2.66, -3.35], [-2.13, -1.37, 4.32], [-3.22, -0.86, 3.49], [-4.41, -0.56, 4.12], [-5.25, -0.06, 3.17], [-4.55, -0.06, 1.99], [-3.28, -0.55, 2.14], [-2.50, -0.84, 0.62], [-2.45, -2.33, 4.77], [-1.23, -1.54, 3.73], [-1.96, -0.66, 5.15], [-4.51, -0.74, 5.18], [-6.26, 0.29, 3.20], [-4.86, 0.22, 1.06]],
  "mulliken_charge": [-0.404, -0.271, -0.335, 0.227, 1.004, 0.263, -1.934, 0.381, 0.229, 0.386, 1.008, -0.806, 0.352, 0.354, -0.315, 0.305, -0.847, -0.174, 0.135, 0.382, -1.632, 0.286, 0.391, 0.248, -1.211, 0.237, 0.220, 0.285, 0.015, 0.326, -1.030, 0.383, -0.350, 0.431, -0.081, 0.399, -1.296, 0.913, 0.081, -0.533, -1.331, 0.500, -0.106, 0.453, 0.907, -0.004, 1.220, -1.025, 0.282, 1.215, -1.555, 0.332, 0.331, 0.363, -1.264, 0.401, 1.378, -1.411, 0.373, 0.356, -0.096, -2.029, 0.360, 0.227, 0.483, -1.201, 0.547, -0.352, -0.719, -0.023, 0.241, -0.332, 0.427, 0.502, 0.412, 0.452, 0.443, 0.218]
}

=====

Entry 4:
{
  "formula": "C30H32BF5N8SSeTi",
  "method": "ωB97M-V/def2-TZVPD",
  "max_force_ev_per_a": 1.1,
  "total_charge": 1,
  "homo_lumo_gap_ev": [6.4, 6.6],
  "homo_energy_ev": [-10.1, -10.1],
  "mol_weight_da": 769.34,
  "multiplicity": 2,
  "lumo_ha": [-0.135, -0.128],
  "e_tot_ev": -157106.844,
  "elements": ["Ti", "C", "C", "C", "C", "C", "C", "N", "N", "B", "N", "C", "C", "C", "N", "C", "C", "C", "N", "C", "C", "C", "N", "C", "C", "C", "H", "H", "H", "H", "H", "H", "H", "H", "H", "H", "H", "H", "H", "H", "H", "H", "H", "H", "H", "H", "H", "H", "H", "H", "H", "H", "H", "H", "F", "C", "C", "F", "C", "F", "C", "S", "C", "F", "C", "F", "Se", "N", "C", "C", "C", "C", "C", "C", "N", "H", "H", "H", "H"],
  "coordinates": [[0.14, -0.03, 0.15], [2.49, 2.71, 3.30], [1.09, 2.63, 2.70], [0.13, 3.62, 3.37], [1.14, 2.86, 1.22], [1.52, 4.01, 0.52], [1.40, 3.68, -0.81], [0.97, 2.42, -0.92], [0.81, 1.91, 0.35], [0.57, 1.58, -2.20], [-0.96, 1.25, -2.06], [-2.00, 1.66, -2.79], [-3.16, 1.50, -2.06], [-2.76, 1.00, -0.82], [-1.43, 0.83, -0.83], [-3.58, 0.76, 0.41], [-4.42, 2.00, 0.72], [-2.70, 0.39, 1.61], [1.45, 0.27, -2.18], [2.20, -0.24, -3.16], [3.13, -1.10, -2.61], [2.90, -1.07, -1.24], [1.87, -0.25, -0.97], [3.78, -1.67, -0.17], [5.01, -0.77, -0.03], [3.08, -1.87, 1.17], [2.45, 2.49, 4.37], [2.91, 3.71, 3.18], [3.18, 2.00, 2.84], [0.70, 1.62, 2.85], [0.51, 4.64, 3.28], [0.04, 3.39, 4.43], [-0.86, 3.59, 2.92], [1.84, 4.95, 0.93], [1.58, 4.26, -1.70], [0.77, 2.19, -3.21], [-1.84, 2.04, -3.78], [-4.16, 1.73, -2.37], [-4.25, -0.07, 0.20], [-3.79, 2.87, 0.86], [-5.00, 1.83, 1.63], [-5.12, 2.22, -0.08], [-2.03, 1.22, 1.86], [-2.14, -0.52, 1.43], [-3.31, 0.20, 2.49], [2.04, 0.07, -4.18], [3.88, -1.67, -3.13], [4.10, -2.64, -0.55], [4.72, 0.24, 0.25], [5.58, -0.72, -0.96], [5.67, -1.16, 0.74], [2.52, -0.98, 1.48], [3.83, -2.05, 1.95], [2.40, -2.72, 1.17], [-6.38, -6.07, 0.58], [-5.45, -5.28, 0.07], [-4.59, -4.58, 0.90], [-4.70, -4.69, 2.22], [-3.63, -3.76, 0.35], [-2.84, -3.09, 1.20], [-3.47, -3.60, -1.02], [-2.26, -2.56, -1.77], [-4.34, -4.32, -1.83], [-4.26, -4.23, -3.15], [-5.32, -5.15, -1.30], [-6.14, -5.81, -2.11], [-0.11, -2.84, -0.66], [-0.15, -1.77, 0.90], [-0.08, -2.70, 1.96], [-0.14, -2.34, 3.30], [-0.05, -3.33, 4.25], [0.09, -4.67, 3.87], [0.14, -5.03, 2.54], [0.06, -4.03, 1.57], [0.16, -4.29, 0.19], [-0.26, -1.30, 3.59], [-0.09, -3.08, 5.30], [0.16, -5.44, 4.63], [0.24, -6.06, 2.23]],
  "mulliken_charge": [0.524, -1.551, 1.412, -1.597, -0.191, -0.796, -0.701, 0.230, 1.061, -0.042, -0.096, -0.511, -1.458, -0.244, 1.046, 1.274, -1.577, -0.831, 0.167, -0.470, -1.298, 0.038, 0.190, 0.708, -1.578, -0.973, 0.457, 0.350, 0.284, -0.494, 0.376, 0.449, 0.305, 0.578, 0.495, -0.100, 0.535, 0.547, 0.288, 0.338, 0.456, 0.392, 0.027, -0.390, 0.501, 0.564, 0.595, 0.458, 0.296, 0.419, 0.451, -0.113, 0.509, 0.066, -0.280, 0.774, -0.350, -0.289, 0.033, -0.155, 0.574, -0.404, 0.226, -0.324, 0.207, -0.268, 0.382, 0.208, 0.802, -1.086, -0.899, -0.600, -0.911, 1.011, -0.818, 0.401, 0.442, 0.419, 0.531]
}

=====

Entry 5:
{
  "formula": "C5H6N2S",
  "method": "ωB97M-V/def2-TZVPD",
  "max_force_ev_per_a": 3.0,
  "homo_lumo_gap_ev": 9.4,
  "homo_energy_ev": -8.7,
  "mol_weight_da": 126.18,
  "lumo_ha": 0.027,
  "e_tot_ev": -19096.533,
  "smiles": "N#C[C@]1(N)C=CSC1",
  "elements": ["C", "C", "C", "C", "C", "N", "N", "S", "H", "H", "H", "H", "H", "H"],
  "coordinates": [[-0.71, -0.53, 1.78], [-0.50, 1.20, 0.05], [-1.03, 1.26, -1.17], [-0.71, -1.24, -0.57], [-0.08, -0.33, 0.50], [-1.18, -0.68, 2.81], [1.36, -0.46, 0.55], [-1.23, -0.24, -2.01], [-0.30, 2.01, 0.73], [-1.34, 2.15, -1.68], [0.02, -1.98, -0.90], [-1.60, -1.75, -0.18], [1.67, -0.79, 1.46], [1.83, 0.41, 0.34]],
  "mulliken_charge": [-0.092, -0.775, -0.177, -0.947, 1.080, -0.433, -0.672, -0.128, 0.398, 0.407, 0.387, 0.400, 0.280, 0.273]
}